Entry from OMol25: a single C6H8OS molecule (ωB97M-V/def2-TZVPD).

CARTESIAN COORDINATES (ANGSTROEM)
1 C 2.18930 -1.18257 -0.17735
2 C 0.96273 -0.29011 -0.09238
3 C 0.43599 0.27893 1.00731
4 C -0.68498 1.13166 0.51076
5 C -1.83438 0.45710 -0.20236
6 S -2.22742 -1.31107 -0.18986
7 C -0.67898 0.97358 -0.98372
8 O 0.43076 0.09396 -1.27644
9 H 3.04338 -0.58145 -0.57712
10 H 1.99945 -2.00148 -0.88184
11 H 2.44720 -1.50092 0.82572
12 H 0.91630 0.28616 1.94361
13 H -0.96330 2.06677 1.01334
14 H -2.72219 1.07415 -0.31794
15 H -2.63827 -1.32854 1.04645
16 H -0.67559 1.83382 -1.64818

Calculated values
ΔE to the lowest compared entry with this formula, charge and spin = 163.16 kJ/mol
HOMO level = -8.31 eV
Charge = 0
SMILES = CC1=C[C@@H]2[C@H](S)[C@@H]2O1
LUMO = 0.86 eV
Kohn-Sham gap = 9.2 eV